Here is a 13-piece molecular cluster, C25H76N14O13 overall at a distorted geometry from the OMol25 dataset. Energies are from ωB97M-V/def2-TZVPD.

CARTESIAN COORDINATES (ANGSTROEM)
C: -3.686 1.067 -0.089
O: -5.001 1.496 -0.431
N: -3.319 0.878 1.199
N: -2.806 0.659 -0.955
H: -4.054 1.134 1.878
H: -2.357 0.699 1.440
H: -2.999 0.602 -2.043
H: -1.779 0.605 -0.708
C: 0.148 -0.366 -0.620
O: 0.992 -0.490 -1.673
N: -0.407 -1.399 -0.015
N: 0.034 0.744 0.015
H: -0.174 -2.347 -0.435
H: -1.363 -1.329 0.239
H: 0.758 1.434 -0.328
H: -0.228 0.782 1.045
C: -2.952 -3.102 -0.009
O: -2.134 -4.253 0.061
N: -2.866 -2.173 0.859
N: -3.824 -3.034 -0.930
H: -2.271 -2.514 1.565
H: -3.408 -1.329 1.018
H: -3.776 -3.647 -1.807
H: -4.495 -2.255 -1.019
C: 1.028 3.700 3.867
O: 0.616 3.154 5.039
N: 1.285 4.910 3.690
N: 1.124 3.019 2.807
H: 1.271 5.361 4.650
H: 2.064 5.312 3.162
H: 0.996 2.012 2.959
H: 1.509 3.357 1.994
C: 2.670 -1.658 -4.368
O: 1.356 -1.935 -4.575
N: 3.039 -0.921 -3.383
N: 3.473 -1.962 -5.325
H: 2.343 -0.803 -2.621
H: 3.963 -1.200 -2.991
H: 3.176 -2.569 -6.098
H: 4.377 -1.415 -5.521
C: 2.567 2.465 -4.438
O: 3.741 2.252 -5.060
N: 1.890 1.506 -3.836
N: 2.092 3.652 -4.369
H: 2.530 0.607 -3.728
H: 1.106 1.645 -3.261
H: 2.541 4.285 -5.029
H: 1.159 4.000 -4.047
C: -0.482 0.331 3.457
O: -1.246 1.108 4.378
N: -1.098 -0.318 2.516
N: 0.806 0.420 3.286
H: -2.053 -0.493 2.789
H: -0.685 -1.011 1.880
H: 1.459 0.666 4.107
H: 1.312 -0.259 2.643
C: 0.667 3.561 -0.841
C: 2.153 3.326 -0.811
C: 2.887 4.529 -0.203
O: 2.587 2.383 -0.182
H: 0.183 3.235 0.069
H: 0.136 3.138 -1.649
H: 0.412 4.663 -0.830
H: 2.472 3.155 -1.856
H: 3.945 4.569 -0.322
H: 2.718 4.652 0.839
H: 2.398 5.396 -0.656
H: 3.369 2.029 -0.616
C: -0.183 -3.501 -2.599
C: 0.752 -4.213 -1.605
C: 2.162 -3.869 -2.043
O: 0.648 -3.956 -0.375
H: -0.110 -4.028 -3.532
H: -0.251 -2.441 -2.635
H: -1.241 -3.742 -2.326
H: 0.705 -5.278 -1.707
H: 2.911 -4.492 -1.572
H: 2.359 -2.741 -1.962
H: 2.354 -4.108 -3.060
H: 1.158 -4.687 0.100
C: -1.282 0.598 -3.770
C: -2.670 0.016 -4.000
C: -2.684 -1.357 -3.432
O: -3.672 0.635 -3.565
H: -0.977 0.890 -2.723
H: -1.041 1.397 -4.353
H: -0.515 -0.203 -3.953
H: -2.921 0.052 -5.085
H: -3.593 -1.952 -3.507
H: -2.267 -1.451 -2.405
H: -2.035 -1.953 -4.058
H: -3.920 1.392 -4.131
C: -2.210 4.356 3.866
C: -2.522 3.550 2.675
C: -3.745 3.999 1.859
O: -1.546 3.265 1.934
H: -3.227 4.726 4.247
H: -1.675 5.370 3.806
H: -1.853 3.687 4.624
H: -2.899 2.627 3.128
H: -4.610 4.206 2.476
H: -3.966 3.402 1.081
H: -3.583 4.955 1.434
H: -0.768 3.139 2.510
C: -0.552 -5.310 3.722
C: -1.163 -4.020 3.180
C: -1.826 -3.254 4.200
O: -0.507 -3.212 2.501
H: 0.341 -5.028 4.332
H: -0.242 -6.019 2.939
H: -1.296 -5.768 4.350
H: -2.010 -4.405 2.524
H: -2.354 -2.367 3.823
H: -1.125 -2.801 4.874
H: -2.517 -3.700 4.837
H: -0.216 -3.757 1.744
C: 3.714 -0.246 2.195
C: 2.960 -1.047 1.199
C: 3.916 -2.186 0.735
O: 1.845 -1.514 1.531
H: 3.741 -0.695 3.150
H: 3.317 0.817 2.365
H: 4.695 -0.130 1.854
H: 2.652 -0.465 0.273
H: 3.488 -2.885 0.084
H: 4.313 -2.738 1.543
H: 4.682 -1.783 0.139
H: 1.172 -1.496 0.792

Properties
E_tot ... -2742.48389 Ha
Relative energy (zero: lowest compared OMol25 entry of this formula, charge and spin) ... 1782.8 kJ/mol
Multiplicity ... 1
Frontier orbital gap ... 8.87 eV
LUMO level ... 0.07 eV

Löwdin atomic charge list, values in e, 4 entries:
1 C -0.56
2 O -0.16
3 N 0.14
4 N 0.16



Here is a 13-piece molecular cluster, C25H76N6O13 overall at a distorted geometry from the OMol25 dataset. Energies are from ωB97M-V/def2-TZVPD.

CARTESIAN COORDINATES (ANGSTROEM)
C: -0.471 -28.272 -4.878
O: -0.987 -27.135 -5.399
H: -0.647 -28.511 -3.797
H: 0.605 -28.330 -4.996
H: -0.875 -29.089 -5.465
H: -0.559 -27.116 -6.273
C: 6.487 -24.064 -3.343
O: 6.844 -25.346 -3.033
H: 6.659 -23.937 -4.352
H: 7.152 -23.306 -2.855
H: 5.489 -23.736 -3.071
H: 7.702 -25.511 -3.426
C: 2.382 -24.088 -1.794
O: 2.012 -25.454 -2.178
H: 1.933 -23.350 -2.481
H: 3.458 -24.051 -1.803
H: 2.013 -23.940 -0.786
H: 2.830 -25.917 -2.269
C: -1.485 -23.959 -5.769
O: -1.377 -22.858 -6.682
H: -2.014 -24.765 -6.102
H: -1.920 -23.586 -4.859
H: -0.484 -24.204 -5.478
H: -1.109 -22.028 -6.273
C: -1.323 -24.613 -2.262
O: -0.794 -24.029 -1.127
N: -0.513 -25.294 -3.038
N: -2.576 -24.501 -2.599
H: 0.404 -25.392 -2.632
H: -0.763 -25.744 -3.879
H: -3.135 -23.888 -1.960
H: -3.092 -25.113 -3.237
C: 7.037 -21.253 -4.918
O: 8.110 -21.712 -5.662
N: 5.817 -21.508 -5.251
N: 7.204 -20.597 -3.796
H: 5.817 -22.196 -6.048
H: 5.070 -21.298 -4.670
H: 8.161 -20.263 -3.750
H: 6.507 -20.228 -3.106
C: 1.192 -23.995 -9.040
O: 2.467 -24.300 -9.592
N: 0.199 -23.540 -9.739
N: 0.765 -24.252 -7.808
H: 0.385 -23.485 -10.787
H: -0.762 -23.303 -9.382
H: 1.371 -24.775 -7.127
H: 0.040 -23.710 -7.385
C: 3.051 -26.571 -6.853
C: 2.830 -25.823 -5.627
C: 3.628 -24.531 -5.534
O: 1.658 -25.588 -5.350
H: 3.369 -25.910 -7.704
H: 2.051 -26.979 -7.086
H: 3.890 -27.244 -6.716
H: 3.189 -26.490 -4.856
H: 3.397 -23.850 -6.348
H: 4.690 -24.771 -5.595
H: 3.525 -24.022 -4.587
H: 1.461 -25.416 -4.387
C: -1.082 -26.722 -10.225
C: -1.420 -26.538 -8.784
C: -2.397 -27.588 -8.219
O: -0.443 -26.668 -7.985
H: -2.037 -26.456 -10.831
H: -0.713 -27.711 -10.440
H: -0.317 -25.971 -10.624
H: -1.891 -25.597 -8.628
H: -2.052 -28.572 -8.353
H: -3.192 -27.544 -8.948
H: -2.964 -27.446 -7.263
H: 0.005 -25.841 -8.018
C: 1.590 -21.819 -4.897
C: 0.884 -20.596 -5.473
C: 1.446 -20.400 -6.844
O: -0.369 -20.572 -5.580
H: 1.202 -22.774 -5.405
H: 1.255 -21.906 -3.871
H: 2.667 -21.836 -4.857
H: 1.237 -19.741 -4.859
H: 1.328 -21.356 -7.427
H: 2.516 -20.091 -6.790
H: 0.967 -19.609 -7.449
H: -0.583 -19.674 -5.907
C: 4.270 -21.836 -8.121
C: 5.204 -23.053 -8.257
C: 5.988 -23.139 -9.551
O: 6.053 -23.149 -7.357
H: 3.753 -21.928 -7.121
H: 3.460 -22.038 -8.829
H: 4.808 -20.873 -8.177
H: 4.529 -23.873 -8.188
H: 6.483 -24.032 -9.667
H: 6.703 -22.380 -9.709
H: 5.301 -23.140 -10.397
H: 6.573 -23.907 -7.390
C: 4.698 -27.583 -0.937
C: 4.710 -27.602 -2.460
C: 3.589 -28.340 -3.111
O: 4.551 -26.398 -2.772
H: 3.766 -27.209 -0.542
H: 5.550 -26.970 -0.590
H: 4.754 -28.584 -0.522
H: 5.649 -28.036 -2.871
H: 3.616 -29.382 -2.817
H: 3.713 -28.337 -4.199
H: 2.617 -27.927 -2.830
H: 5.401 -26.007 -2.948
C: 7.341 -26.457 -6.192
C: 7.626 -26.193 -7.676
C: 6.294 -26.458 -8.371
O: 8.077 -25.089 -7.989
H: 6.446 -27.108 -5.974
H: 7.193 -25.475 -5.818
H: 8.251 -26.846 -5.722
H: 8.371 -26.892 -8.066
H: 5.411 -25.902 -8.011
H: 5.948 -27.516 -8.263
H: 6.350 -26.310 -9.437
H: 8.942 -24.991 -7.511

Properties
E_tot ... -2304.44436 Ha
Relative energy (zero: lowest compared OMol25 entry of this formula, charge and spin) ... 6.2 kJ/mol
Multiplicity ... 1
Frontier orbital gap ... 9.05 eV
LUMO level ... 0.27 eV

Löwdin atomic charge list, values in e, 4 entries:
1 C -0.20
2 O -0.15
3 H 0.10
4 H 0.07